Entry 1:
This record from OMol25 describes a structure of composition C24H32AsNOPtSTe. The level of theory is ωB97M-V/def2-TZVPD.

Each line ends with the natural charge from an NBO analysis.
Positions of all 62 atoms, in Å:
H: -1.16 -4.18 -2.85  0.201
H: 1.91 -3.77 -0.56  0.204
H: 2.36 0.51 -4.36  0.220
C: 2.85 -2.42 2.01  -0.151
C: -3.19 0.98 -0.95  0.067
C: -2.64 3.56 -0.07  -0.299
H: -0.24 -3.40 0.66  0.205
H: 1.05 -4.99 -1.53  0.203
H: -0.13 -1.75 4.37  0.219
O: 0.57 -1.72 -1.36  -0.859
C: -1.23 3.22 3.58  -0.196
C: 0.04 3.74 3.37  -0.214
C: -0.80 -3.45 -0.28  -0.655
C: 0.08 -3.04 -1.45  0.249
C: 1.87 -2.49 4.21  -0.211
C: 2.94 -2.74 3.36  -0.222
H: 2.95 2.26 -2.39  0.223
H: -0.03 -3.06 -3.62  0.198
H: -1.15 -4.48 -0.40  0.215
H: 0.82 -0.37 -4.60  0.243
C: 0.99 2.99 2.68  -0.231
H: -2.38 4.56 0.27  0.224
H: -1.48 -2.44 -2.81  0.225
H: -0.85 2.15 -4.08  0.247
H: -1.69 -2.81 -0.21  0.218
C: -1.65 2.65 -0.31  0.040
C: -0.70 -3.20 -2.76  -0.635
H: -4.78 3.85 -0.05  0.218
H: 0.77 2.90 -4.15  0.227
C: 0.62 -1.60 2.36  -0.274
Te: -1.13 -0.68 1.63  0.743
C: 0.67 1.73 2.19  -0.176
H: 1.59 -1.63 0.44  0.280
H: 1.98 -0.96 -3.39  0.266
H: -1.97 3.80 4.11  0.216
H: 1.94 2.59 -0.95  0.231
H: 3.85 -3.18 3.75  0.213
H: 3.68 -2.62 1.35  0.206
H: -5.26 1.54 -0.84  0.234
H: -2.54 1.55 3.27  0.222
C: 0.00 2.49 -3.49  -0.962
H: 1.95 -3.69 -2.33  0.203
C: -1.55 1.95 3.11  -0.242
H: 1.40 1.16 1.64  0.218
H: -0.34 3.27 -2.81  0.238
H: 1.94 -2.75 5.26  0.216
C: -4.25 1.88 -0.69  -0.275
H: 2.80 1.05 -1.09  0.244
H: 1.98 3.39 2.52  0.216
Pt: -0.64 -0.15 -0.99  0.602
H: 0.30 4.72 3.74  0.216
As: 0.74 1.00 -2.50  1.138
C: 2.28 1.82 -1.65  -0.962
C: 1.33 -3.93 -1.47  -0.612
N: -1.92 1.40 -0.74  -0.535
H: -0.60 2.88 -0.16  0.208
C: 1.57 -0.07 -3.88  -0.956
C: 0.70 -1.93 3.71  -0.233
C: -3.97 3.16 -0.25  -0.154
C: -0.60 1.21 2.41  -0.293
C: 1.68 -1.85 1.50  -0.284
S: -3.34 -0.64 -1.48  -0.330

Summary:
DFT total energy (hartree): -4085.014804
Kohn-Sham gap (eV): 7.318
LUMO (eV): 0.32
Net charge: 0
HOMO energy (Eh): -0.257
Maximum force (eV/A): 0.4



Entry 2:
This record from OMol25 describes the molecule C4H4FN at a distorted geometry. The level of theory is ωB97M-V/def2-TZVPD.

Each line ends with the natural charge from an NBO analysis.
Positions of all 10 atoms, in Å:
H: 0.84 -1.14 0.53  0.228
H: 0.11 -1.20 -1.03  0.239
C: 0.86 1.21 -2.37  0.184
C: -0.32 0.69 0.12  -0.491
C: 0.98 0.86 -0.52  0.457
F: 2.07 1.52 -0.15  -0.285
H: -0.54 0.83 1.24  0.251
C: 0.49 -0.55 -0.28  -0.453
N: 0.76 1.45 -3.48  -0.390
H: -1.25 0.53 -0.41  0.260

Summary:
DFT total energy (hartree): -309.305559
Kohn-Sham gap (eV): 11.914
LUMO (eV): 0.61
Net charge: 0
HOMO energy (Eh): -0.415
Maximum force (eV/A): 6.0



Entry 3:
This record from OMol25 describes the molecule C2H5FN2S at a distorted geometry. The level of theory is ωB97M-V/def2-TZVPD.

Each line ends with the natural charge from an NBO analysis.
Positions of all 11 atoms, in Å:
H: 1.75 -1.53 1.80  0.119
H: -1.18 0.28 -2.27  0.349
H: -1.07 1.50 0.50  0.193
C: -1.21 0.42 0.20  -0.031
N: 1.05 -0.33 -0.23  -0.733
N: -0.30 -0.06 -2.02  -0.691
S: 1.54 -0.20 1.42  0.166
C: -0.16 0.00 -0.74  0.368
H: 1.73 -0.32 -0.94  0.410
H: -1.14 -0.20 1.21  0.200
F: -2.41 0.41 -0.45  -0.350

Summary:
DFT total energy (hartree): -686.728916
Kohn-Sham gap (eV): 9.889
LUMO (eV): 0.53
Net charge: 0
HOMO energy (Eh): -0.344
Maximum force (eV/A): 3.0



Entry 4:
This record from OMol25 describes a structure of composition C2H2CaNaO at a distorted geometry. The level of theory is ωB97M-V/def2-TZVPD.

Each line ends with the natural charge from an NBO analysis.
Positions of all 7 atoms, in Å:
H: -1.66 -1.13 1.41  0.142
C: -1.05 -0.68 0.60  -0.152
O: 0.30 -0.83 0.78  -1.041
Ca: 0.89 -0.38 -1.78  1.571
Na: 1.14 1.63 0.91  0.933
H: 2.00 1.41 -1.48  -0.819
C: -1.62 -0.02 -0.44  -0.634

Summary:
DFT total energy (hartree): -992.371343
Kohn-Sham gap (alpha / beta) (eV): 4.697 / 5.061
LUMO (alpha / beta) (eV): -0.81 / -1.04
⟨S²⟩: 0.76
2S+1: 2
Net charge: 0
HOMO energy (alpha / beta) (Eh): -0.202 / -0.224
Maximum force (eV/A): 2.8



Entry 5:
This record from OMol25 describes the molecule C4H2O2 at a distorted geometry. The level of theory is ωB97M-V/def2-TZVPD.

Each line ends with the natural charge from an NBO analysis.
Positions of all 8 atoms, in Å:
C: 1.51 -0.11 0.00  0.422
O: 2.69 -0.02 -0.03  -0.477
C: 0.34 -0.41 0.84  0.000
O: -1.63 0.86 -0.06  -0.650
H: -1.49 -1.20 0.02  0.241
H: -0.86 1.46 -0.06  0.474
C: -0.90 -0.33 -0.01  0.016
C: 0.34 -0.25 -0.70  -0.026

Summary:
DFT total energy (hartree): -303.790216
Kohn-Sham gap (alpha / beta) (eV): 8.523 / 6.528
LUMO (alpha / beta) (eV): 0.56 / -3.85
⟨S²⟩: 2.02
2S+1: 3
Net charge: 0
HOMO energy (alpha / beta) (Eh): -0.293 / -0.382
Maximum force (eV/A): 4.5



Entry 6:
This record from OMol25 describes a cluster of 2 separate species, C4H13N2O in total at a distorted geometry. The level of theory is ωB97M-V/def2-TZVPD.

Each line ends with the natural charge from an NBO analysis.
Positions of all 20 atoms, in Å:
C: -1.80 -0.83 -0.35  -0.449
H: 0.67 -2.82 0.70  0.170
H: -0.03 -0.06 1.54  0.226
N: -1.05 -1.65 0.62  -0.461
H: -2.75 -0.53 0.10  0.166
C: -0.73 -0.87 1.82  -0.432
H: 1.89 2.19 0.53  0.075
H: -1.66 -0.45 2.22  0.178
H: 0.59 3.63 -1.02  0.332
H: 0.79 -1.37 -0.40  0.227
H: -0.21 -1.48 2.56  0.168
H: -1.20 0.05 -0.67  0.269
H: 2.54 1.49 -0.94  0.058
C: 1.60 1.93 -0.50  0.127
H: -2.03 -1.49 -1.20  0.168
C: 0.15 -2.17 -0.02  -0.430
H: 1.39 2.96 -2.28  0.334
N: 1.45 3.17 -1.30  -0.909
O: 0.54 1.09 -0.56  -0.989
H: -0.16 -2.79 -0.87  0.172

Summary:
DFT total energy (hartree): -344.923573
Kohn-Sham gap (eV): 6.878
LUMO (eV): 4.13
Net charge: -1
HOMO energy (Eh): -0.101
Maximum force (eV/A): 1.5